[1]
{"formula": "C33H31Br2Cl2F3N3O2Pm", "method": "ωB97M-V/def2-TZVPD", "largest_force_ev_per_a": 4.5, "gap_ev": [5.11, 5.12], "multiplicity": 5, "s2": 6.01, "charge": 2, "homo_energy_ev": [-12.16, -12.17], "de_lowest_kcal_mol": 2.8, "symbols": ["Pm", "C", "O", "C", "C", "O", "C", "H", "H", "H", "H", "H", "H", "H", "H", "H", "H", "Br", "C", "C", "C", "C", "C", "C", "N", "C", "C", "C", "C", "C", "C", "N", "H", "H", "H", "H", "H", "H", "H", "H", "H", "Br", "C", "C", "C", "C", "C", "C", "C", "C", "C", "C", "H", "H", "H", "H", "H", "H", "Cl", "C", "Cl", "H", "H", "F", "C", "F", "F", "C", "C", "C", "N", "C", "C", "H", "H", "H", "H"], "coordinates": [[-0.514, 0.414, 0.103], [-1.151, -0.040, 3.526], [-1.281, 0.788, 2.335], [-2.418, 1.673, 2.419], [-2.362, 2.774, 1.386], [-2.241, 2.191, 0.087], [-2.743, 3.027, -0.922], [-0.824, 0.549, 4.375], [-0.438, -0.786, 3.343], [-2.126, -0.542, 3.779], [-2.376, 1.979, 3.472], [-3.328, 1.158, 2.193], [-1.542, 3.485, 1.577], [-3.289, 3.387, 1.455], [-3.756, 3.303, -0.728], [-2.693, 2.496, -1.821], [-2.162, 3.922, -1.087], [4.023, -6.116, 0.822], [2.780, -4.818, 1.113], [1.658, -4.938, 0.281], [0.794, -3.871, 0.108], [0.797, -2.820, 1.012], [1.810, -2.749, 1.975], [2.811, -3.730, 2.009], [-0.288, -1.921, 0.974], [-1.527, -2.258, 1.197], [-2.707, -1.930, 0.493], [-3.880, -2.530, 0.844], [-5.021, -2.301, 0.101], [-5.009, -1.287, -0.855], [-3.814, -0.633, -1.085], [-2.707, -0.982, -0.471], [1.477, -5.862, -0.311], [0.062, -3.966, -0.693], [1.819, -1.900, 2.688], [3.589, -3.585, 2.703], [-1.668, -3.046, 1.956], [-3.899, -3.300, 1.639], [-5.951, -2.873, 0.245], [-5.871, -0.891, -1.389], [-3.757, 0.194, -1.787], [2.672, 0.483, -0.397], [2.827, -0.820, -1.724], [4.111, -1.193, -2.042], [4.316, -2.195, -3.028], [3.221, -2.690, -3.745], [1.901, -2.225, -3.565], [0.808, -2.657, -4.338], [-0.480, -2.171, -4.006], [-0.665, -1.294, -2.906], [0.377, -0.797, -2.179], [1.687, -1.252, -2.473], [4.961, -0.692, -1.582], [5.319, -2.628, -3.180], [3.321, -3.288, -4.611], [0.911, -3.194, -5.247], [-1.419, -2.514, -4.475], [-1.719, -1.041, -2.760], [-1.749, 1.372, -4.803], [-0.150, 1.760, -4.397], [0.074, 2.186, -2.584], [0.080, 2.665, -4.924], [0.526, 0.851, -4.512], [1.790, 6.400, 4.286], [2.745, 5.839, 3.450], [3.775, 5.323, 4.215], [3.384, 6.866, 2.697], [2.251, 4.666, 2.681], [2.398, 3.312, 3.178], [1.683, 2.306, 2.553], [0.957, 2.454, 1.408], [1.078, 3.669, 0.836], [1.590, 4.801, 1.462], [3.053, 3.239, 4.052], [1.784, 1.292, 2.875], [0.648, 3.811, -0.139], [1.655, 5.697, 0.865]], "forces_ev_per_angstrom": [[1.98, -0.38, -2.89], [-1.80, 0.47, 0.30], [-0.33, -0.72, 0.39], [0.53, 0.24, 0.55], [0.22, 1.19, 0.91], [0.37, -0.38, 1.08], [-0.06, 0.87, -0.36], [-0.06, 0.34, 0.05], [1.01, -0.93, -0.43], [0.77, 0.55, -0.33], [-0.64, 0.71, -0.45], [-0.60, -0.91, 0.27], [-0.05, -0.30, -0.21], [0.37, -0.61, -0.07], [-0.79, 0.13, 0.31], [-0.02, -0.91, -1.41], [0.40, 0.35, 0.35], [1.34, -0.79, 0.51], [-2.05, 1.21, 0.19], [0.24, -0.03, -0.81], [-0.80, -0.99, 0.09], [0.62, -0.42, 1.57], [-0.13, 0.14, -0.13], [-0.67, 0.01, -1.15], [-2.17, 1.91, -1.80], [3.41, -2.59, 1.48], [-1.41, 2.40, -0.72], [-0.63, -2.12, 0.85], [-1.42, 0.42, -0.74], [-0.28, 0.05, 0.23], [0.08, 0.07, -0.07], [1.74, 0.74, 0.78], [0.49, 0.93, 0.34], [-0.12, 0.29, 0.32], [0.10, -0.74, -0.42], [0.97, -0.14, 0.66], [-0.09, -0.22, -0.51], [0.04, 0.59, -0.55], [0.62, 0.35, 0.22], [-0.07, -0.65, 0.14], [0.06, -0.13, -0.01], [-0.78, 0.55, 0.78], [0.54, -0.84, -1.82], [-0.16, -0.36, -0.13], [-0.85, -0.67, -0.35], [0.72, 1.31, 0.38], [0.54, 1.48, 1.96], [-2.43, 1.73, 0.80], [0.90, -0.79, 0.05], [-0.19, -0.70, -1.27], [-0.44, 0.46, 2.52], [-0.28, -0.96, -0.53], [-0.16, -0.37, 0.10], [-0.62, 0.54, -0.11], [0.66, -1.05, -0.49], [0.38, -0.85, -0.42], [0.90, 0.08, -0.29], [0.39, 0.21, 0.31], [-1.36, -0.39, -0.09], [1.57, -1.36, 1.08], [-0.20, 0.55, -0.54], [0.72, 0.17, -0.04], [-0.81, 1.46, -0.06], [1.74, -0.96, -1.78], [2.66, 1.69, 1.35], [-1.19, 1.08, -0.16], [-2.18, -2.21, 1.31], [-1.41, -1.94, -1.08], [-0.31, 2.58, -0.10], [0.19, 0.18, -0.67], [1.09, 0.95, 0.01], [-0.84, -0.18, 0.69], [1.13, -0.46, 0.01], [-0.52, -0.70, -0.33], [-0.11, -0.47, 0.50], [-0.22, -0.18, -0.39], [-0.28, 0.38, 0.27]], "lowdin_charge": [1.652, -0.028, -0.386, -0.139, -0.166, -0.346, -0.089, 0.110, 0.053, 0.131, 0.154, 0.132, 0.129, 0.161, 0.107, 0.041, 0.105, 0.871, -0.730, -0.128, -0.016, -0.295, -0.022, -0.069, -0.024, -0.085, -0.279, 0.014, 0.007, 0.010, -0.111, 0.030, 0.121, 0.129, 0.115, 0.099, 0.159, 0.149, 0.142, 0.132, 0.124, 0.844, -0.623, -0.126, -0.039, -0.017, -0.164, -0.015, -0.068, -0.237, -0.305, -0.242, 0.104, 0.121, 0.104, 0.104, 0.111, 0.050, 0.635, -0.890, 0.498, 0.028, 0.066, 0.135, -0.430, 0.098, 0.100, -0.062, 0.065, -0.126, -0.055, -0.138, 0.039, 0.137, 0.103, 0.090, 0.136]}

[2]
{"formula": "C3H2NOP", "method": "ωB97M-V/def2-TZVPD", "largest_force_ev_per_a": 3.9, "gap_ev": [8.52, 7.52], "charge": 0, "homo_energy_ev": [-8.99, -9.00], "de_lowest_kcal_mol": 90.1, "symbols": ["C", "C", "C", "N", "O", "P", "H", "H"], "coordinates": [[1.142, -0.238, 0.356], [1.653, 0.767, -0.241], [-1.209, -0.460, -0.149], [-0.066, -1.001, -0.044], [-2.512, -0.737, -0.310], [-2.292, 0.922, 0.255], [1.831, -0.865, 1.090], [1.454, 1.612, -0.958]], "forces_ev_per_angstrom": [[-0.27, -3.73, 1.15], [0.09, 3.04, -1.49], [1.90, 1.35, 1.61], [-0.96, 0.36, -0.19], [0.60, -0.41, -0.24], [0.11, -0.56, -0.40], [-1.75, 1.32, -1.34], [0.27, -1.38, 0.90]], "lowdin_charge": [-0.302, 0.089, -0.700, 0.053, -0.305, 0.978, 0.131, 0.056]}

[3]
{"formula": "C21H26N6O2S3", "method": "ωB97M-V/def2-TZVPD", "largest_force_ev_per_a": 1.1, "gap_ev": 9.07, "smiles": "C=CCn1c(CSc2nc3ccccc3s2)nnc1SCC(=O)NCCN1CCOCC1", "charge": 0, "homo_energy_ev": -8.53, "de_lowest_kcal_mol": 0.0, "symbols": ["C", "C", "C", "N", "C", "C", "S", "C", "N", "C", "C", "C", "C", "C", "C", "S", "N", "N", "C", "S", "C", "C", "O", "N", "C", "C", "N", "C", "C", "O", "C", "C", "H", "H", "H", "H", "H", "H", "H", "H", "H", "H", "H", "H", "H", "H", "H", "H", "H", "H", "H", "H", "H", "H", "H", "H", "H", "H"], "coordinates": [[0.360, 0.569, 3.967], [-0.223, 0.676, 2.790], [-1.328, -0.239, 2.328], [-1.371, -0.313, 0.891], [-0.750, -1.179, 0.035], [0.058, -2.346, 0.422], [1.723, -1.826, 1.019], [1.582, -2.218, 2.697], [0.549, -2.747, 3.246], [0.735, -2.941, 4.586], [-0.199, -3.481, 5.464], [0.138, -3.604, 6.796], [1.385, -3.198, 7.264], [2.326, -2.658, 6.408], [1.995, -2.531, 5.071], [2.949, -1.885, 3.761], [-0.958, -0.810, -1.202], [-1.714, 0.298, -1.193], [-1.950, 0.596, 0.057], [-2.819, 1.996, 0.613], [-2.182, 3.137, -0.654], [-0.668, 2.952, -0.740], [0.034, 2.949, 0.251], [-0.203, 2.829, -1.992], [1.170, 2.478, -2.282], [1.188, 1.142, -3.030], [0.308, 1.228, -4.185], [-0.363, -0.023, -4.498], [-1.378, 0.234, -5.611], [-0.759, 0.755, -6.767], [-0.078, 1.948, -6.468], [0.969, 1.738, -5.373], [1.134, 1.251, 4.275], [0.084, -0.195, 4.677], [0.055, 1.458, 2.095], [-2.293, 0.156, 2.667], [-1.194, -1.244, 2.737], [-0.382, -2.915, 1.240], [0.224, -2.969, -0.454], [-1.162, -3.793, 5.091], [-0.577, -4.022, 7.488], [1.621, -3.306, 8.311], [3.293, -2.341, 6.766], [-2.685, 2.935, -1.597], [-2.422, 4.137, -0.294], [-0.829, 2.613, -2.756], [1.617, 3.270, -2.891], [1.712, 2.407, -1.337], [0.799, 0.366, -2.368], [2.220, 0.879, -3.305], [-0.877, -0.379, -3.604], [0.353, -0.792, -4.835], [-1.860, -0.696, -5.916], [-2.141, 0.939, -5.249], [0.393, 2.274, -7.397], [-0.796, 2.715, -6.135], [1.448, 2.691, -5.143], [1.738, 1.035, -5.739]], "forces_ev_per_angstrom": [[0.01, -0.03, 0.13], [-0.06, -0.01, -0.12], [0.03, 0.14, 0.66], [-0.10, -0.08, -0.89], [-0.21, 0.12, 0.00], [0.50, 0.01, 0.24], [-0.11, 0.00, -0.46], [0.23, -0.04, 0.32], [-0.24, -0.04, -0.62], [0.63, 0.10, 0.75], [0.07, 0.05, -0.06], [-0.09, -0.03, 0.03], [0.10, 0.02, 0.07], [0.05, 0.02, 0.05], [-0.27, -0.06, -0.24], [-0.47, -0.18, -0.06], [0.62, -0.96, 0.00], [-0.64, 0.65, 0.04], [-0.15, -0.04, 0.06], [-0.22, 0.25, 0.04], [0.01, -0.40, 0.29], [-0.22, 0.33, -0.41], [0.21, 0.01, 0.38], [0.11, 0.13, -0.26], [0.20, -0.15, -0.01], [-0.02, 0.25, 0.20], [0.06, -0.12, -0.09], [-0.34, 0.06, -0.25], [0.04, -0.26, 0.31], [0.04, -0.07, -0.15], [0.32, 0.21, 0.07], [-0.27, 0.09, -0.25], [0.14, 0.19, 0.02], [-0.06, -0.21, 0.12], [0.02, 0.13, -0.08], [0.11, -0.16, -0.04], [-0.10, 0.13, -0.07], [-0.01, -0.08, -0.12], [-0.09, 0.01, 0.07], [-0.11, -0.04, -0.04], [-0.06, -0.04, 0.06], [0.02, -0.01, 0.09], [0.10, 0.02, 0.10], [0.06, 0.10, 0.00], [0.04, 0.00, -0.06], [-0.13, -0.01, 0.15], [0.09, -0.07, 0.08], [-0.01, 0.06, -0.12], [0.07, 0.04, -0.04], [-0.03, -0.03, -0.03], [0.04, -0.06, -0.06], [-0.02, 0.00, 0.04], [-0.02, 0.05, 0.07], [0.03, -0.07, 0.00], [-0.02, 0.05, 0.08], [0.08, -0.03, -0.04], [0.04, 0.01, -0.04], [-0.02, 0.06, 0.05]], "lowdin_charge": [0.009, -0.141, -0.142, 0.000, -0.372, -0.331, 0.949, -0.954, 0.020, -0.332, -0.017, -0.086, -0.089, -0.091, -0.472, 1.033, 0.062, 0.043, -0.626, 0.991, -0.347, -0.587, 0.030, 0.070, -0.143, -0.174, -0.185, -0.164, -0.192, -0.134, -0.201, -0.167, 0.064, 0.061, 0.089, 0.119, 0.111, 0.074, 0.086, 0.112, 0.102, 0.103, 0.108, 0.075, 0.086, 0.127, 0.113, 0.121, 0.094, 0.125, 0.091, 0.132, 0.125, 0.125, 0.124, 0.125, 0.120, 0.130]}

What did the second record say?
{"formula": "C3H2NOP", "method": "ωB97M-V/def2-TZVPD", "largest_force_ev_per_a": 3.9, "gap_ev": [8.52, 7.52], "charge": 0, "homo_energy_ev": [-8.99, -9.00], "de_lowest_kcal_mol": 90.1, "symbols": ["C", "C", "C", "N", "O", "P", "H", "H"], "coordinates": [[1.142, -0.238, 0.356], [1.653, 0.767, -0.241], [-1.209, -0.460, -0.149], [-0.066, -1.001, -0.044], [-2.512, -0.737, -0.310], [-2.292, 0.922, 0.255], [1.831, -0.865, 1.090], [1.454, 1.612, -0.958]], "forces_ev_per_angstrom": [[-0.27, -3.73, 1.15], [0.09, 3.04, -1.49], [1.90, 1.35, 1.61], [-0.96, 0.36, -0.19], [0.60, -0.41, -0.24], [0.11, -0.56, -0.40], [-1.75, 1.32, -1.34], [0.27, -1.38, 0.90]], "lowdin_charge": [-0.302, 0.089, -0.700, 0.053, -0.305, 0.978, 0.131, 0.056]}